# 1
Density functional theory data (the ωB97M-V functional and the def2-TZVPD basis) for C50H61EuO6P3S as an isolated structure.

Values from the calculation:
E in eV: -123162.36436
LUMO energy (alpha / beta) in eV: 0.07 / 0.07
F_max in hartree/bohr: 0.052
Orbital gap (alpha / beta) in eV: 5.9951 / 6.0735
2S+1: 8
Expectation value of S²: 15.759

Structure (XYZ):
```
122
Properties=species:S:1:pos:R:3:forces:R:3:lowdin_charge:R:1
Eu -1.3829 -1.2557 0.5425 -0.30 -0.15 1.10 1.528
O -1.4583 -0.9259 3.3440 -1.11 -0.11 -0.97 -0.136
C -2.7263 -1.0802 3.1664 1.87 -1.34 1.40 -0.736
O -3.4660 -0.3135 2.5451 -0.37 0.15 -0.76 -0.031
C -3.3065 -2.3940 3.7781 -0.88 0.85 -0.05 -0.156
C -4.0482 -2.3208 4.9661 0.69 1.00 -0.83 -0.054
C -4.6570 -3.4409 5.4949 0.42 0.29 0.36 -0.121
C -4.6240 -4.6205 4.7681 -0.59 0.10 -0.35 -0.110
C -4.0526 -4.6737 3.4925 -0.20 0.14 1.74 -0.140
C -3.2923 -3.5959 3.0583 -0.35 0.31 0.50 -0.671
S -2.3728 -3.8451 1.6408 0.75 -0.19 -1.75 0.581
H -4.1287 -1.3104 5.3903 -0.04 -0.62 0.25 0.118
H -5.0983 -3.3728 6.4864 -0.17 -0.20 -0.24 0.093
H -5.1701 -5.4423 5.1961 -0.03 -0.51 -0.16 0.086
H -4.1437 -5.5445 2.8700 0.12 -0.28 -0.06 0.081
O 0.7433 -1.9336 1.4618 0.36 -0.05 -0.19 -0.474
P 1.9277 -2.8396 1.3491 -0.67 -0.39 0.73 0.720
C 2.4340 -3.0481 -0.3417 1.32 0.91 -1.27 -0.290
P 2.0472 -1.4817 -1.2774 -0.53 -0.65 0.09 0.745
O 0.5916 -1.1769 -1.4364 0.03 -0.23 0.39 -0.391
C 3.0200 -0.2246 -0.4314 -0.28 -0.45 -0.40 -0.299
C 4.3915 -0.1565 -0.6492 0.16 0.68 0.85 -0.066
C 5.1361 0.7584 0.0912 -1.25 -0.15 0.26 -0.056
C 4.5308 1.6124 1.0211 -0.15 -0.70 -0.95 -0.053
C 3.1505 1.5435 1.1522 -0.78 0.93 0.73 -0.068
C 2.3755 0.6269 0.4500 0.24 -0.18 -0.06 -0.085
C 2.9084 -1.6641 -2.8262 0.28 1.20 -0.30 -0.275
C 3.2223 -0.4630 -3.5162 -0.21 -1.36 0.27 -0.063
C 4.0694 -0.5254 -4.6053 -0.65 1.19 0.24 -0.072
C 4.6291 -1.7332 -4.9155 0.77 -0.90 -0.93 -0.086
C 4.2943 -2.9353 -4.3004 0.44 1.13 -0.12 -0.056
C 3.4178 -2.8752 -3.2444 -0.11 -0.12 -0.24 -0.089
C 3.2855 -2.1828 2.3195 -0.64 -0.36 0.02 -0.278
C 4.5764 -2.6707 2.2575 0.70 0.30 -0.47 -0.084
C 5.5237 -2.1618 3.1374 -0.13 -0.05 0.49 -0.076
C 5.1396 -1.2091 4.0960 -0.49 -0.35 -0.34 -0.067
C 3.8099 -0.7529 4.1892 1.38 -0.14 -0.71 -0.056
C 2.8927 -1.2720 3.2916 -0.74 0.87 0.32 -0.070
C 1.5958 -4.4895 1.9502 0.04 0.57 -0.45 -0.283
C 2.3588 -5.5777 1.5362 -0.27 -0.76 0.34 -0.094
C 2.0978 -6.8124 2.1294 0.40 -0.27 -0.15 -0.080
C 1.0802 -6.9664 3.0954 1.18 0.26 -1.16 -0.067
C 0.3070 -5.8745 3.3834 -1.22 0.61 1.43 -0.073
C 0.5390 -4.6210 2.8373 0.60 -0.30 -0.47 -0.097
H 2.0301 -3.9358 -0.8277 -0.33 0.11 0.13 0.080
H 3.5438 -3.1179 -0.4238 -0.58 -0.06 0.19 0.080
H 4.8945 -0.7935 -1.3569 0.02 -0.15 -0.13 0.111
H 6.1698 0.7884 -0.0610 1.47 0.13 -0.14 0.087
H 5.1430 2.3153 1.5706 -0.19 0.02 0.08 0.108
H 2.6334 2.2555 1.8110 0.29 -0.40 -0.13 0.119
H 1.2963 0.4898 0.5645 0.37 0.46 0.18 0.095
H 2.8305 0.4663 -3.1559 -0.15 0.32 0.04 0.077
H 4.2754 0.3863 -5.1920 0.11 -0.63 0.42 0.123
H 5.3783 -1.7320 -5.6838 0.20 -0.19 -0.41 0.103
H 4.7971 -3.8416 -4.5790 -0.05 -0.30 -0.15 0.107
H 3.1411 -3.7859 -2.7703 -0.17 -0.53 0.51 0.094
H 4.8931 -3.3481 1.4510 -0.22 0.11 0.52 0.110
H 6.5452 -2.5504 3.0980 -0.30 0.33 0.06 0.106
H 5.8830 -0.8327 4.7712 0.25 0.20 0.22 0.094
H 3.5767 0.0977 4.8248 -0.16 -0.44 0.16 0.111
H 1.8551 -0.8976 3.3211 0.51 -0.39 -0.13 0.125
H 3.1028 -5.5092 0.7337 -0.14 0.07 0.48 0.103
H 2.7372 -7.6534 1.8328 -0.45 0.20 0.20 0.103
H 0.9380 -7.9276 3.5546 -0.18 -0.14 0.15 0.101
H -0.4942 -5.9069 4.1331 0.22 -0.35 -0.43 0.123
H -0.1096 -3.7744 2.9990 -0.04 0.04 0.40 0.061
O -3.6656 -2.1777 -0.5107 0.12 -0.15 0.33 -0.205
H -3.5960 -2.8516 0.2294 -0.07 0.41 0.27 -0.082
H -3.4381 -2.7647 -1.2261 -0.03 -0.19 -0.89 0.025
O -1.2579 0.9426 -0.2091 0.04 1.14 -0.65 -0.509
P -1.5290 2.3304 -0.7865 0.16 -0.80 0.95 0.879
C -3.1431 2.2250 -1.6846 -0.46 0.32 -0.79 -0.288
C -3.5158 0.7611 -2.0932 0.99 -0.09 0.89 -0.181
C -2.7088 0.2745 -3.2961 -1.20 0.30 -0.44 -0.186
C -3.1740 1.1069 -4.4988 0.61 0.37 0.40 -0.188
C -3.0391 2.6400 -4.2810 0.04 -0.24 0.58 -0.176
C -3.4203 3.2018 -2.8906 0.06 -0.17 0.47 -0.173
C 0.1174 2.8820 -1.4363 0.37 -0.60 -0.31 -0.310
C 0.7951 1.9615 -2.5162 0.38 1.04 0.68 -0.187
C 0.7388 2.4453 -3.9705 0.52 -0.53 0.46 -0.184
C 1.0915 3.9233 -4.0457 -0.35 0.55 0.56 -0.188
C 0.2179 4.8202 -3.1201 0.61 -1.11 -0.06 -0.168
C 0.4430 4.3590 -1.6672 -0.70 0.40 -0.61 -0.178
C -1.8225 3.4732 0.6131 0.27 0.23 0.05 -0.343
C -2.6160 2.7590 1.7162 -0.82 0.39 -0.39 -0.208
C -2.8779 3.6739 2.9098 1.04 1.21 -1.18 -0.159
C -3.6786 4.9198 2.4168 -0.68 0.90 1.15 -0.189
C -3.8263 5.0237 0.8934 -0.04 -0.43 0.49 -0.218
C -2.4835 4.8330 0.2173 0.96 0.53 0.27 -0.190
H -3.8040 2.5170 -0.8383 0.21 -0.15 -0.51 0.109
H -4.5587 0.7312 -2.3740 -0.48 0.15 0.06 0.120
H -3.4051 0.1007 -1.2174 -0.12 0.31 -0.41 0.070
H -2.8665 -0.7862 -3.5440 -0.12 0.21 0.38 0.118
H -1.6584 0.3868 -3.1334 0.91 0.17 0.19 0.083
H -4.2103 0.8605 -4.7233 -0.16 -0.02 0.07 0.108
H -2.5937 0.8060 -5.3661 0.06 0.16 -0.32 0.103
H -3.7337 3.1077 -4.9808 0.55 0.30 -0.28 0.108
H -2.0026 2.9781 -4.4086 -0.33 -0.24 -0.66 0.074
H -4.4854 3.4475 -2.9126 -0.05 -0.20 0.30 0.110
H -2.9171 4.1868 -2.7584 -0.23 -0.66 -0.05 0.085
H 0.6538 2.5645 -0.5099 -0.44 0.30 -0.31 0.099
H 0.4835 0.9384 -2.3409 -0.02 -0.22 -0.21 0.068
H 1.8583 2.0489 -2.2167 -0.22 -0.31 -0.12 0.107
H -0.2372 2.2329 -4.3871 -0.23 0.11 -0.23 0.081
H 1.4672 1.8470 -4.5683 -0.47 0.36 0.33 0.113
H 1.0532 4.2573 -5.0682 -0.11 0.25 -0.48 0.101
H 2.1168 4.1061 -3.7004 0.09 -0.32 -0.14 0.114
H -0.8281 4.7526 -3.3820 -0.44 -0.05 -0.18 0.084
H 0.5242 5.8520 -3.2518 0.01 0.23 0.10 0.108
H -0.0947 5.0142 -0.9820 -0.03 -0.07 0.11 0.092
H 1.4968 4.5161 -1.4851 0.46 -0.10 0.32 0.114
H -0.8120 3.6814 1.0006 -0.12 -0.09 -0.07 0.122
H -2.2183 1.7982 1.9877 0.27 -0.28 0.18 0.081
H -3.5995 2.5734 1.2864 -0.16 -0.56 0.04 0.105
H -1.8987 4.0102 3.2814 -0.22 -0.14 0.24 0.111
H -3.4002 3.1584 3.6882 -0.22 -0.34 0.43 0.103
H -3.3069 5.9187 2.8428 -0.06 -1.43 -0.64 0.125
H -4.6964 4.8586 2.8470 0.31 -0.02 -0.22 0.105
H -4.2892 5.9762 0.6788 0.06 0.37 -0.33 0.106
H -4.5329 4.2649 0.5309 0.10 0.12 0.08 0.107
H -1.7792 5.6389 0.5463 -0.63 -0.42 -0.23 0.124
H -2.5657 4.9433 -0.8629 -0.05 0.01 -0.09 0.079
```
Forces are in eV/Å.

***

# 2
Density functional theory data (the ωB97M-V functional and the def2-TZVPD basis) for a 13-piece molecular cluster, C50H61F24N10O24S8 overall.

Values from the calculation:
E in eV: -268784.55597
LUMO energy in eV: 0.34
F_max in hartree/bohr: 0.093
Orbital gap in eV: 7.9714
Total charge: -1

Structure (XYZ):
```
177
Properties=species:S:1:pos:R:3:forces:R:3:lowdin_charge:R:1
C -4.2600 1.1688 -6.3778 -0.86 -1.09 -2.34 -0.065
C -3.7379 1.2851 -4.9773 1.40 0.06 0.09 -0.160
N -4.0066 0.0511 -4.2547 0.16 -0.65 0.91 -0.040
C -3.6361 -1.2393 -4.5949 0.47 0.30 -0.57 -0.005
C -3.8437 -2.0123 -3.5187 -0.74 0.13 1.00 0.031
N -4.3879 -1.1716 -2.5155 1.40 -1.60 -0.49 -0.045
C -4.4377 0.0551 -2.9915 0.20 0.84 -0.89 -0.034
C -4.4025 -1.5677 -1.1230 -1.33 1.59 1.54 0.015
H -5.1328 1.8151 -6.6334 0.48 -0.55 0.61 0.085
H -4.5616 0.0775 -6.5346 0.04 1.53 0.04 0.089
H -3.5660 1.3425 -7.2332 0.04 0.08 1.06 0.085
H -4.2139 2.0193 -4.3663 -0.37 0.90 0.04 0.096
H -2.6375 1.4811 -4.8917 -0.84 -0.24 -0.33 0.131
H -3.1806 -1.4850 -5.5547 -0.29 0.14 0.45 0.139
H -3.7006 -3.0676 -3.3022 0.08 0.20 -0.11 0.089
H -4.6990 1.0031 -2.5279 -0.18 -0.34 0.29 0.131
H -5.0202 -0.8042 -0.5852 0.04 -0.81 -0.41 0.111
H -3.4609 -1.4725 -0.5961 0.61 -0.29 -0.61 0.082
H -4.7956 -2.5545 -0.9399 -0.19 -0.25 -0.39 0.101
C -1.8207 4.6898 3.4083 0.93 -0.68 -1.00 -0.047
C -0.8546 4.1969 4.4870 0.59 -1.35 -1.49 -0.159
N -1.2706 2.9198 5.1189 -0.91 -0.46 -1.64 -0.010
C -0.8108 1.6376 4.7611 -1.11 0.02 1.49 0.037
C -1.6903 0.7782 5.3935 1.36 0.84 -0.70 -0.019
N -2.6827 1.4926 5.9846 0.98 0.63 -1.24 -0.059
C -2.4546 2.7747 5.7176 0.11 0.44 1.17 -0.022
C -3.7510 0.9860 6.7847 -0.24 -0.99 0.84 0.022
H -2.6811 5.2678 3.7383 -0.33 -0.65 0.23 0.080
H -2.0250 3.8148 2.7228 -0.34 1.07 0.71 0.093
H -1.2674 5.4042 2.7871 0.09 -0.15 0.04 0.074
H -0.6981 4.8928 5.2377 0.11 1.39 1.63 0.098
H 0.1377 3.9845 4.0323 -0.92 0.18 0.36 0.092
H 0.0726 1.4340 4.1645 -0.13 0.37 0.34 0.114
H -1.6261 -0.2552 5.5359 0.00 -1.22 -0.02 0.073
H -3.1116 3.5658 6.0572 0.12 -0.04 -0.25 0.166
H -3.5642 1.3115 7.7939 -0.20 0.03 0.50 0.104
H -3.8326 -0.1056 6.7740 0.51 0.23 -0.26 0.120
H -4.6699 1.3682 6.4247 -0.87 0.53 -0.17 0.044
C 0.4929 4.8679 -0.3040 -0.22 1.25 2.30 -0.067
C 0.2834 3.7484 -1.2654 -0.97 -0.93 2.03 -0.188
N 1.2171 3.6222 -2.3425 1.65 -1.17 2.81 -0.020
C 1.1470 4.1084 -3.5640 -2.07 2.41 -0.94 -0.062
C 2.2619 3.8018 -4.2211 1.39 0.19 -1.79 -0.026
N 3.0600 3.1118 -3.3388 -0.57 0.28 1.24 -0.063
C 2.4276 3.0507 -2.1579 -0.18 -0.38 -1.28 0.014
C 4.3754 2.5187 -3.4413 -0.40 -1.35 0.91 0.015
H -0.2447 4.6867 0.5853 1.20 0.53 -1.76 0.104
H 0.3368 5.8711 -0.7322 -0.25 -0.38 0.04 0.088
H 1.4892 4.9095 0.1803 -0.40 -0.32 -0.44 0.062
H -0.7557 3.8381 -1.5647 0.04 -0.33 -0.80 0.098
H 0.3702 2.8424 -0.6191 -0.10 0.25 -0.81 0.125
H 0.3418 4.8301 -3.7629 0.31 -0.91 -0.46 0.167
H 2.4705 4.0653 -5.2743 0.26 -0.55 1.05 0.155
H 2.8810 2.5276 -1.3082 -0.68 0.48 -0.17 0.155
H 5.1249 3.2603 -3.3607 0.84 0.68 -0.08 0.092
H 4.4198 1.9571 -4.3447 0.25 -0.34 -0.74 0.097
H 4.5055 1.8041 -2.5811 -0.11 0.86 -0.96 0.079
C 4.4939 -1.5415 -2.0765 0.37 -1.20 -1.56 0.007
N 3.1319 -1.1735 -1.7435 -1.39 0.89 -0.79 -0.038
C 2.0943 -1.7627 -2.4264 -0.22 2.11 4.29 0.024
C 0.8211 -1.5292 -1.8966 -0.21 0.22 -1.58 0.021
C 0.5943 -0.5521 -0.9293 0.12 0.86 -0.40 -0.093
C 1.6780 0.1458 -0.3592 -0.54 -1.44 -1.38 0.012
C 2.9207 -0.2256 -0.7885 0.71 -1.05 0.34 -0.008
C -0.7254 -0.0850 -0.3909 2.05 -2.19 1.51 -0.109
C -0.8151 -0.3242 1.0007 -1.24 0.88 -0.08 0.068
C -1.9218 0.1697 1.6993 1.63 -0.35 -0.97 0.013
N -2.8726 0.7832 1.0023 -0.96 1.11 -1.27 -0.022
C -2.7726 0.9779 -0.3319 0.56 -0.53 0.15 -0.044
C -1.6997 0.5483 -1.0903 -1.16 0.47 1.85 0.042
C -4.0836 1.4164 1.6485 0.51 -2.67 -0.08 0.032
H 4.9210 -1.9222 -1.1649 0.67 0.22 0.04 0.069
H 5.1154 -0.7747 -2.6220 -0.90 -0.55 0.95 0.126
H 4.3306 -2.4295 -2.7140 0.77 0.49 0.18 0.086
H 2.2904 -2.5472 -3.0759 0.56 -0.97 -1.41 0.131
H 0.0388 -2.0583 -2.4445 -0.15 0.25 0.65 0.108
H 1.5759 0.8889 0.4066 -0.15 -0.03 -0.02 0.074
H 3.8012 0.0442 -0.2123 0.19 0.45 -0.54 0.120
H -0.0495 -0.8473 1.5635 -0.16 0.08 -0.26 0.097
H -1.9489 0.1158 2.7702 -0.61 -0.06 0.12 0.091
H -3.5817 1.4753 -0.7983 -0.65 0.55 -0.03 0.080
H -1.6239 0.7736 -2.1045 0.07 0.18 -1.49 0.084
H -3.9057 2.4500 1.7176 -0.07 1.19 0.13 0.068
H -4.1484 0.8827 2.5847 -0.20 0.43 0.36 0.086
H -4.9810 1.1428 1.0699 0.51 0.43 0.15 0.115
C 5.3675 0.5974 2.7798 -2.70 -1.09 1.76 0.072
N 4.5714 -0.6699 2.4817 2.70 0.85 0.41 -0.048
C 3.3786 -0.7662 2.9580 -2.78 -1.79 -1.30 0.004
C 2.5531 -1.8024 2.4745 1.53 0.97 0.84 0.063
C 3.0983 -2.7943 1.7152 -0.51 -1.42 -1.42 -0.125
C 4.4400 -2.7520 1.3732 0.62 -2.04 -0.17 0.035
C 5.1438 -1.6938 1.8333 2.84 0.95 -2.03 -0.031
C 2.2865 -4.0206 1.3215 0.80 1.39 0.53 -0.091
C 2.1075 -4.9161 2.3594 -1.00 -0.48 0.35 0.043
C 1.2531 -5.9663 2.1736 1.63 0.60 -0.22 -0.039
N 0.7180 -6.2055 0.9824 -0.99 -0.73 1.77 -0.036
C 0.8737 -5.3586 -0.0193 0.62 0.22 -0.58 0.036
C 1.7054 -4.2575 0.0842 -0.80 -1.00 1.54 0.072
C -0.2762 -7.3372 0.9389 2.50 0.83 1.33 0.084
H 6.3489 0.2430 2.9584 1.07 0.42 -0.14 0.087
H 4.8572 0.9847 3.7133 0.98 -0.23 -0.92 0.118
H 5.1336 1.2908 1.9970 0.62 0.30 -0.67 0.060
H 3.0521 -0.0210 3.6149 -0.63 1.13 0.71 0.109
H 1.5549 -1.8584 2.7534 -1.67 -0.07 0.71 0.065
H 4.9465 -3.6300 0.8510 -0.75 1.48 0.56 0.168
H 6.2032 -1.5314 1.4633 -1.44 -0.13 0.85 0.157
H 2.4162 -4.8218 3.3942 0.49 0.58 -0.32 0.146
H 1.1075 -6.6025 3.0039 -0.65 -0.86 0.32 0.129
H 0.3197 -5.5890 -0.9009 -0.18 -0.01 -0.48 0.107
H 1.6886 -3.6045 -0.7291 0.46 0.89 -0.89 0.079
H -1.0017 -6.9113 0.3385 -2.13 -0.25 -1.02 0.043
H -0.4863 -7.6063 1.9771 -0.57 0.39 -0.36 0.107
H 0.2896 -8.1388 0.5450 0.02 -1.04 -0.97 0.100
C 4.4089 -6.4075 -3.3635 1.40 0.81 2.35 -0.723
F 3.9620 -5.6831 -4.3359 -0.02 1.07 -2.03 0.166
F 3.3735 -7.0702 -2.9127 -1.00 -1.87 0.31 0.133
F 5.4115 -7.2183 -3.7694 -0.90 0.16 -0.06 0.122
S 4.9825 -5.3542 -1.9256 1.95 0.31 -1.26 0.445
O 6.1670 -4.6955 -2.4616 -0.76 0.08 0.14 -0.327
O 3.8653 -4.4713 -1.6437 -0.75 0.39 -0.08 -0.350
O 5.2590 -6.2949 -0.8834 -0.18 -0.77 0.84 -0.319
C -4.6936 5.6773 -1.1551 -1.82 0.21 0.22 -0.614
F -5.5070 6.0698 -2.1802 0.53 -0.16 0.88 0.095
F -3.8498 6.6862 -0.8862 -0.58 -0.63 0.02 0.125
F -5.4782 5.4436 -0.0511 0.81 0.49 -1.27 0.095
S -3.7649 4.1765 -1.6192 0.53 -1.13 1.15 0.521
O -3.2593 3.7958 -0.2897 0.04 0.09 -0.98 -0.337
O -4.6241 3.1045 -2.1908 0.72 1.58 0.37 -0.349
O -2.8038 4.7965 -2.5025 0.03 -0.69 -0.39 -0.311
C -1.6673 -5.5982 -4.1417 1.66 1.43 -2.73 -0.581
F -2.1196 -4.5786 -4.9559 0.00 -0.23 1.17 0.069
F -2.2355 -6.6682 -4.6582 0.16 -0.64 0.89 0.154
F -0.2974 -5.6137 -4.4279 -1.73 -0.65 0.81 0.066
S -1.9218 -5.1439 -2.3761 -2.64 1.93 1.12 0.537
O -1.0153 -3.9881 -2.3089 -0.26 -1.48 0.30 -0.328
O -3.3478 -4.7276 -2.2795 1.83 -0.70 -0.68 -0.350
O -1.6782 -6.3003 -1.5267 0.84 0.39 -0.90 -0.322
C 8.2019 1.6264 0.2214 -0.69 -0.52 0.77 -0.636
F 7.9237 1.6431 1.5419 0.13 0.14 0.25 0.090
F 8.5566 2.8565 -0.1241 0.72 -0.35 -0.16 0.144
F 9.1953 0.7097 0.0870 -0.69 1.14 -0.55 0.122
S 6.6195 1.2021 -0.6469 -1.67 1.13 -0.92 0.495
O 6.9306 1.3512 -2.0505 0.39 -0.35 0.09 -0.311
O 6.3262 -0.1526 -0.2042 0.26 0.22 0.34 -0.344
O 5.5953 2.1965 -0.2235 1.50 -1.26 0.24 -0.344
C -1.9812 -4.2874 3.9160 2.49 1.43 -0.24 -0.649
F -2.5896 -4.6625 4.9919 -1.63 -0.61 0.99 0.168
F -0.8772 -5.1178 3.8351 -0.35 0.27 -0.28 0.056
F -2.6823 -4.4700 2.8066 -0.36 -0.17 0.19 0.144
S -1.3772 -2.4726 4.0986 -1.55 -2.59 -2.82 0.469
O -0.9179 -2.3583 5.4244 0.95 0.33 2.23 -0.282
O -0.3471 -2.5318 3.0658 -0.04 0.85 0.06 -0.343
O -2.5822 -1.7202 3.7930 0.45 0.11 -0.10 -0.320
C 0.2508 -0.5097 -6.0584 -0.11 -0.42 1.14 -0.658
F 0.3946 -1.7736 -5.5688 -0.78 0.58 -0.32 0.106
F 1.1231 -0.3937 -7.0187 0.67 0.42 -0.77 0.170
F -0.9790 -0.2963 -6.5756 0.19 -0.71 0.14 0.104
S 0.4527 0.6851 -4.6726 2.86 2.75 -0.71 0.497
O 1.7942 0.4581 -4.0820 -1.33 0.02 -1.10 -0.312
O 0.2752 2.0012 -5.3083 0.29 -1.68 0.15 -0.318
O -0.6049 0.3628 -3.7858 -1.92 -1.06 1.21 -0.311
C -7.7818 3.6010 4.1664 0.41 0.58 1.16 -0.628
F -8.0210 4.4276 5.2591 0.44 -0.53 -1.46 0.066
F -8.9285 3.0218 3.8897 -0.56 -0.47 -0.13 0.139
F -7.4303 4.3120 3.0841 -0.08 0.31 0.79 0.115
S -6.4379 2.3572 4.5704 0.38 -0.27 -0.09 0.509
O -7.1044 1.1884 5.1029 -0.08 0.52 0.37 -0.316
O -5.9013 2.1222 3.2378 0.01 0.47 0.56 -0.344
O -5.5375 3.0424 5.5196 -0.75 -0.27 -1.04 -0.361
C 3.4628 4.3226 2.4330 -1.60 0.96 -0.27 -0.603
F 2.8532 5.4476 2.9461 0.13 -1.30 0.40 0.083
F 3.7149 4.6896 1.1837 0.50 -0.59 -0.67 0.118
F 4.5939 4.1399 3.0899 -0.04 -0.34 -0.02 0.149
S 2.2803 2.7734 2.4848 -0.74 2.01 3.60 0.477
O 2.5183 2.3144 3.8509 0.60 -0.37 -0.36 -0.335
O 0.9203 3.2697 2.3872 0.42 0.21 -1.19 -0.330
O 2.6812 1.8809 1.4593 1.30 -0.62 -1.34 -0.313
```
Forces are in eV/Å.